{"formula": "C29H29AsClGeMgN2O10S", "method": "ωB97M-V/def2-TZVPD", "elements": ["As", "Ge", "Cl", "S", "Mg", "O", "O", "O", "O", "O", "O", "O", "O", "O", "O", "N", "N", "C", "C", "C", "C", "C", "C", "C", "C", "C", "C", "C", "C", "C", "C", "C", "C", "C", "C", "C", "C", "C", "C", "C", "C", "C", "C", "C", "C", "C", "H", "H", "H", "H", "H", "H", "H", "H", "H", "H", "H", "H", "H", "H", "H", "H", "H", "H", "H", "H", "H", "H", "H", "H", "H", "H", "H", "H", "H"], "coordinates": [[-2.926, -0.306, 0.945], [0.788, 0.976, 0.206], [1.300, -5.209, 2.544], [-2.732, -3.061, -0.501], [-0.604, -2.211, 0.480], [-2.960, -4.428, -0.874], [-3.195, 1.464, 0.552], [0.530, -5.614, -1.190], [-1.782, -2.291, -1.300], [-0.185, -3.992, 0.186], [-3.340, -0.421, 2.520], [-1.307, -0.407, 0.569], [-0.932, -1.716, 3.554], [2.137, -1.897, -0.752], [-2.541, -2.818, 0.949], [-0.106, -1.913, 2.457], [1.447, -1.763, 0.321], [-6.605, -0.748, -1.014], [3.404, 1.182, -1.179], [-4.278, -2.204, -0.783], [5.571, 1.523, -0.193], [-1.689, 1.847, -3.167], [0.771, 5.962, -2.563], [-0.093, 1.988, -1.332], [-0.475, 3.902, -2.843], [1.146, -1.724, 2.657], [1.709, -5.372, 0.823], [1.698, -1.443, 4.025], [0.269, 2.000, 1.871], [-0.166, 5.227, -3.234], [3.511, -1.971, 1.657], [-1.438, 3.137, -3.540], [2.771, 1.437, 0.040], [-1.009, 1.276, -2.074], [-6.502, -1.996, -1.620], [0.562, -4.956, -0.156], [4.783, 1.233, -1.301], [3.579, 1.713, 1.142], [2.025, -1.819, 1.505], [4.962, 1.763, 1.031], [1.439, 5.402, -1.457], [-5.541, -0.221, -0.296], [-5.332, -2.732, -1.507], [0.205, 3.326, -1.731], [1.159, 4.126, -1.053], [-4.368, -0.955, -0.191], [2.180, 5.989, -0.927], [1.962, -6.414, 0.653], [3.963, -1.058, 2.055], [-5.213, -3.709, -1.958], [2.578, -0.804, 3.973], [6.651, 1.541, -0.281], [0.791, 1.586, 2.736], [-1.963, 3.590, -4.374], [-2.309, 1.761, 0.302], [3.761, -2.806, 2.318], [5.573, 1.982, 1.901], [-1.212, 0.243, -1.815], [3.924, -2.148, 0.664], [1.974, -2.387, 4.500], [1.006, 6.972, -2.879], [-1.811, -1.481, 3.183], [0.924, -0.970, 4.626], [2.573, -4.739, 0.623], [0.518, 3.059, 1.773], [-7.526, -0.185, -1.109], [1.683, 3.687, -0.216], [-5.603, 0.745, 0.188], [2.792, 0.926, -2.038], [-2.417, 1.254, -3.707], [5.252, 1.031, -2.258], [-7.341, -2.399, -2.174], [3.116, 1.903, 2.107], [-0.685, 5.651, -4.088], [-0.800, 1.883, 2.042]], "energy_ev": -200158.9125, "total_charge": -2, "multiplicity": 2, "e_homo_ev": [-1.6, -2.2], "s_squared": 0.76}

{"formula": "C24H82O17", "method": "ωB97M-V/def2-TZVPD", "elements": ["O", "O", "O", "O", "O", "O", "O", "O", "O", "O", "O", "O", "O", "O", "O", "O", "O", "C", "C", "C", "C", "C", "C", "C", "C", "C", "C", "C", "C", "C", "C", "C", "C", "C", "C", "C", "C", "C", "C", "C", "C", "H", "H", "H", "H", "H", "H", "H", "H", "H", "H", "H", "H", "H", "H", "H", "H", "H", "H", "H", "H", "H", "H", "H", "H", "H", "H", "H", "H", "H", "H", "H", "H", "H", "H", "H", "H", "H", "H", "H", "H", "H", "H", "H", "H", "H", "H", "H", "H", "H", "H", "H", "H", "H", "H", "H", "H", "H", "H", "H", "H", "H", "H", "H", "H", "H", "H", "H", "H", "H", "H", "H", "H", "H", "H", "H", "H", "H", "H", "H", "H", "H", "H"], "coordinates": [[-11.463, 25.978, 8.052], [-9.404, 23.849, 12.876], [-9.990, 32.107, 0.110], [-12.551, 26.583, -2.991], [-7.397, 16.909, 10.224], [-13.713, 22.069, 12.216], [-19.038, 21.662, 0.084], [-11.606, 30.839, 9.920], [-6.751, 30.761, 6.894], [-12.507, 17.331, 12.030], [-6.785, 18.786, 5.648], [-16.986, 25.640, 8.875], [-3.521, 24.090, 7.996], [-6.931, 28.797, 2.380], [-13.671, 16.855, 2.842], [-9.552, 20.165, 1.975], [-6.046, 24.001, 2.495], [-20.345, 22.602, 1.792], [-10.752, 25.380, 7.016], [-13.188, 24.322, -3.252], [-15.690, 16.484, 4.145], [-12.350, 25.307, -2.439], [-10.848, 25.167, -2.521], [-13.306, 16.555, 5.169], [-2.692, 25.913, 9.299], [-10.599, 33.572, 2.060], [-17.775, 22.532, 1.909], [-5.260, 16.208, 10.023], [-9.078, 34.295, 0.047], [-10.251, 33.465, 0.506], [-14.253, 17.113, 4.114], [-2.108, 25.521, 6.824], [-17.622, 26.898, 8.813], [-19.041, 22.657, 1.089], [-18.865, 26.844, 7.912], [-11.037, 23.862, 6.942], [-2.390, 24.886, 8.147], [-11.288, 26.132, 5.774], [-6.500, 16.015, 10.854], [-7.106, 14.635, 10.739], [-17.905, 27.191, 10.255], [-12.650, 18.270, 12.153], [-19.449, 26.015, 8.312], [-4.859, 17.217, 10.126], [-17.933, 22.039, 2.868], [-7.584, 30.485, 7.277], [-7.089, 18.036, 6.159], [-15.646, 15.407, 3.978], [-19.619, 21.972, -0.614], [-10.699, 25.689, 4.971], [-16.890, 27.533, 8.313], [-9.034, 19.740, 2.658], [-13.457, 16.816, 6.216], [-6.750, 23.376, 2.324], [-19.035, 23.633, 0.603], [-11.151, 33.762, -0.031], [-1.990, 24.800, 6.015], [-1.549, 24.234, 8.381], [-17.380, 23.538, 2.050], [-14.056, 22.605, 11.500], [-10.432, 25.065, -3.523], [-6.904, 27.865, 2.599], [-3.965, 24.327, 7.179], [-17.679, 24.992, 9.018], [-10.951, 23.404, 7.927], [-6.466, 13.879, 11.194], [-11.585, 29.942, 9.588], [-13.030, 23.291, -2.934], [-8.705, 34.052, -0.948], [-18.058, 28.261, 10.390], [-19.391, 27.795, 7.830], [-2.751, 25.309, 10.204], [-5.498, 16.055, 8.970], [-16.932, 22.089, 1.379], [-8.297, 16.780, 10.533], [-8.651, 23.258, 12.861], [-10.360, 23.394, 6.227], [-17.121, 26.807, 10.907], [-6.333, 16.258, 11.903], [-9.281, 35.366, 0.013], [-3.576, 26.519, 9.099], [-12.384, 25.755, 7.898], [-4.492, 15.464, 10.233], [-13.044, 16.916, 12.705], [-14.362, 16.990, 2.190], [-7.315, 14.420, 9.691], [-16.154, 16.630, 5.121], [-8.208, 34.062, 0.660], [-7.970, 14.766, 11.390], [-12.320, 16.968, 4.958], [-12.076, 23.700, 6.655], [-18.542, 26.606, 6.898], [-12.006, 27.244, -2.559], [-6.752, 29.244, 3.207], [-1.942, 26.657, 9.570], [-9.696, 25.558, 7.217], [-1.154, 26.040, 6.738], [-10.709, 34.625, 2.317], [-6.718, 31.705, 7.045], [-9.717, 33.254, 2.616], [-18.848, 26.704, 10.505], [-21.129, 22.797, 1.060], [-11.463, 32.946, 2.287], [-9.430, 24.226, 11.997], [-12.914, 24.484, -4.295], [-14.253, 24.554, -3.222], [-20.491, 23.409, 2.511], [-9.410, 31.655, 0.727], [-5.306, 23.676, 1.981], [-2.909, 26.247, 6.683], [-12.981, 22.576, 12.565], [-6.527, 19.434, 6.304], [-20.428, 21.667, 2.346], [-10.305, 25.947, -1.987], [-10.466, 24.313, -1.962], [-13.274, 15.465, 5.187], [-11.239, 30.777, 10.802], [-12.715, 25.246, -1.414], [-10.263, 19.550, 1.796], [-16.301, 16.966, 3.382], [-14.231, 18.197, 4.222], [-11.213, 27.219, 5.745], [-12.320, 25.865, 5.545]], "energy_ev": -61022.1995, "relative_energy_ev": 4.857, "e_homo_ev": -9.9}

{"formula": "C2H2Cl2O2S", "method": "ωB97M-V/def2-TZVPD", "elements": ["Cl", "Cl", "S", "O", "O", "C", "C", "H", "H"], "coordinates": [[0.217, -2.289, -0.118], [-2.231, -0.619, -0.106], [-0.652, 0.191, -1.248], [-0.424, -1.037, -2.302], [-0.492, 1.316, 0.905], [0.620, -1.126, -1.309], [0.632, 1.150, 1.315], [0.883, 1.448, 2.310], [1.448, 0.966, 0.553]], "energy_ev": -42076.2573, "relative_energy_ev": 4.896, "e_homo_ev": -8.6}

{"formula": "C3H5Cl2P", "method": "ωB97M-V/def2-TZVPD", "elements": ["Cl", "Cl", "P", "C", "C", "C", "H", "H", "H", "H", "H"], "coordinates": [[0.913, 1.356, 1.508], [2.064, -0.955, 0.000], [-0.347, -1.240, 1.393], [-1.199, 0.845, -1.271], [0.516, 0.008, 0.430], [0.043, 0.736, -0.768], [-1.453, 1.553, -2.156], [0.685, -1.551, 2.226], [0.057, -2.349, 0.763], [0.786, 1.429, -1.130], [-2.066, 0.169, -0.996]], "energy_ev": -37523.5583, "relative_energy_ev": 0.734, "e_homo_ev": -9.5}

{"formula": "C7H14O2", "method": "ωB97M-V/def2-TZVPD", "elements": ["O", "O", "C", "C", "C", "C", "C", "C", "C", "H", "H", "H", "H", "H", "H", "H", "H", "H", "H", "H", "H", "H", "H"], "coordinates": [[1.165, -0.928, 1.620], [1.692, -0.458, -0.550], [-1.051, -0.411, 0.165], [-0.539, 1.552, 1.707], [0.040, 1.748, -0.732], [1.270, 0.065, 0.781], [-0.059, 0.801, 0.466], [-0.360, -1.624, -0.278], [-0.292, -2.031, -1.698], [0.539, -2.709, -1.891], [0.822, 2.491, -0.559], [-0.181, -2.386, 0.466], [2.030, 0.827, 1.059], [-1.559, -0.633, 1.104], [-1.767, -0.076, -0.591], [-0.516, 0.895, 2.577], [-0.245, -1.183, -2.378], [-1.554, 1.930, 1.569], [-0.900, 2.285, -0.879], [0.109, 2.409, 1.906], [-1.215, -2.595, -1.909], [2.280, -1.186, -0.305], [0.290, 1.216, -1.649]], "energy_ev": -11578.0904, "relative_energy_ev": 3.218, "e_homo_ev": [-8.1, -8.1]}

{"formula": "C36H98Cl2N15NaO9P4", "method": "ωB97M-V/def2-TZVPD", "elements": ["Cl", "Cl", "P", "P", "P", "P", "Na", "O", "O", "O", "O", "O", "O", "O", "O", "O", "N", "N", "N", "N", "N", "N", "N", "N", "N", "N", "N", "N", "N", "N", "N", "C", "C", "C", "C", "C", "C", "C", "C", "C", "C", "C", "C", "C", "C", "C", "C", "C", "C", "C", "C", "C", "C", "C", "C", "C", "C", "C", "C", "C", "C", "C", "C", "C", "C", "C", "C", "H", "H", "H", "H", "H", "H", "H", "H", "H", "H", "H", "H", "H", "H", "H", "H", "H", "H", "H", "H", "H", "H", "H", "H", "H", "H", "H", "H", "H", "H", "H", "H", "H", "H", "H", "H", "H", "H", "H", "H", "H", "H", "H", "H", "H", "H", "H", "H", "H", "H", "H", "H", "H", "H", "H", "H", "H", "H", "H", "H", "H", "H", "H", "H", "H", "H", "H", "H", "H", "H", "H", "H", "H", "H", "H", "H", "H", "H", "H", "H", "H", "H", "H", "H", "H", "H", "H", "H", "H", "H", "H", "H", "H", "H", "H", "H", "H", "H"], "coordinates": [[10.831, 19.003, 16.068], [9.244, 18.440, 13.683], [17.936, 12.091, 16.467], [11.734, 19.896, 9.483], [10.436, 24.866, 16.376], [15.856, 23.153, 10.533], [13.581, 20.767, 12.358], [19.947, 15.898, 15.062], [13.602, 20.279, 14.575], [14.627, 18.912, 13.171], [15.446, 22.014, 20.486], [18.246, 17.588, 11.100], [18.276, 11.764, 15.045], [14.849, 22.155, 10.908], [11.919, 20.015, 10.972], [11.168, 25.669, 15.377], [11.131, 21.307, 8.829], [15.764, 24.618, 11.421], [8.841, 24.693, 16.065], [15.132, 21.189, 18.383], [18.743, 17.877, 15.029], [17.007, 10.832, 17.090], [10.732, 18.621, 9.124], [19.307, 12.174, 17.359], [15.895, 23.681, 8.950], [13.191, 19.590, 8.775], [11.086, 23.359, 16.570], [17.424, 22.564, 10.799], [16.511, 16.113, 11.454], [17.141, 13.550, 16.464], [10.531, 25.623, 17.880], [7.992, 23.664, 16.552], [9.703, 21.468, 8.992], [16.728, 14.039, 17.778], [17.370, 15.018, 10.964], [14.261, 18.127, 15.449], [15.256, 21.301, 16.956], [15.316, 15.948, 12.147], [16.251, 24.684, 12.740], [10.603, 18.224, 7.760], [14.158, 18.720, 9.371], [9.832, 25.117, 19.065], [15.513, 22.758, 7.884], [10.082, 17.748, 10.067], [16.669, 10.825, 18.486], [13.465, 19.761, 7.389], [20.157, 11.056, 17.467], [14.170, 19.205, 14.306], [14.556, 25.486, 11.239], [17.122, 17.335, 11.469], [11.094, 22.399, 15.475], [10.751, 19.118, 14.302], [8.209, 25.651, 15.158], [19.536, 16.886, 14.477], [20.174, 13.379, 17.548], [16.763, 14.353, 15.343], [15.903, 10.256, 16.204], [15.495, 22.132, 19.260], [16.578, 24.893, 8.596], [12.204, 23.119, 17.548], [18.424, 19.082, 14.322], [11.506, 26.640, 18.102], [17.761, 21.583, 11.856], [18.512, 23.423, 10.340], [14.520, 19.926, 18.872], [18.534, 17.894, 16.463], [11.943, 22.521, 9.147], [19.397, 23.214, 10.956], [10.732, 20.154, 14.021], [14.209, 25.873, 12.164], [12.450, 22.060, 17.395], [9.233, 17.274, 9.560], [12.159, 26.804, 17.230], [15.594, 11.084, 18.585], [16.644, 25.696, 12.861], [16.008, 23.011, 18.773], [19.529, 14.247, 17.521], [14.602, 15.436, 11.527], [11.249, 17.366, 7.488], [18.868, 19.072, 13.330], [15.172, 10.985, 15.837], [8.988, 25.749, 19.316], [15.141, 18.294, 16.084], [14.857, 19.642, 19.879], [16.284, 22.625, 7.122], [17.938, 14.574, 11.796], [17.326, 19.210, 14.313], [7.744, 25.158, 14.306], [20.551, 11.003, 18.520], [12.964, 20.646, 6.995], [16.469, 9.836, 15.371], [14.531, 19.837, 7.212], [15.865, 13.484, 18.159], [8.462, 22.663, 16.500], [17.243, 11.571, 18.987], [13.134, 23.654, 17.336], [16.569, 18.099, 11.961], [15.684, 14.520, 15.305], [15.488, 24.480, 13.543], [11.788, 23.256, 8.352], [17.561, 18.347, 16.673], [17.489, 14.030, 18.538], [15.159, 19.227, 9.304], [7.450, 26.262, 15.677], [19.662, 10.125, 17.164], [17.167, 20.690, 11.846], [13.106, 18.900, 6.833], [14.861, 16.885, 12.445], [13.005, 22.226, 9.219], [17.690, 22.048, 12.866], [16.448, 15.102, 17.701], [18.031, 15.273, 10.154], [20.796, 13.354, 18.490], [9.226, 20.687, 8.338], [15.322, 9.543, 16.808], [11.675, 22.922, 10.154], [14.395, 17.148, 14.996], [16.051, 25.493, 7.840], [10.928, 19.080, 7.154], [9.859, 18.404, 10.901], [13.422, 20.038, 18.792], [15.814, 20.515, 16.545], [17.174, 13.793, 14.504], [18.808, 21.309, 11.727], [21.042, 11.223, 16.863], [12.169, 26.364, 18.931], [10.808, 22.887, 14.517], [17.112, 24.046, 12.896], [18.813, 19.953, 14.859], [13.706, 24.980, 10.806], [9.369, 21.198, 10.003], [16.748, 14.200, 10.585], [9.546, 17.956, 7.582], [18.527, 16.869, 16.917], [15.320, 21.786, 8.306], [10.704, 16.907, 10.496], [14.600, 22.990, 7.339], [14.291, 17.749, 8.789], [13.927, 18.514, 10.406], [10.976, 27.522, 18.411], [18.722, 23.289, 9.282], [7.703, 23.760, 17.638], [11.628, 18.660, 13.865], [8.965, 26.295, 14.736], [13.387, 18.233, 16.045], [10.497, 25.052, 19.925], [14.267, 21.280, 16.466], [16.737, 25.494, 9.498], [7.070, 23.660, 15.931], [10.347, 21.614, 15.667], [14.734, 26.324, 10.538], [15.757, 22.219, 16.672], [11.879, 23.175, 18.603], [17.592, 24.775, 8.208], [18.289, 24.469, 10.315], [15.399, 15.326, 13.035], [19.245, 18.503, 17.038], [20.908, 13.382, 16.769], [14.806, 19.175, 18.151], [19.699, 17.035, 13.407], [9.334, 22.444, 8.726], [12.028, 21.960, 15.292], [16.805, 9.799, 18.876], [17.290, 15.305, 15.392], [9.579, 24.082, 18.838]], "energy_ev": -146324.5623, "e_homo_ev": -8.3}

{"formula": "C3H2O3S", "method": "ωB97M-V/def2-TZVPD", "elements": ["S", "O", "O", "O", "C", "C", "C", "H", "H"], "coordinates": [[0.610, -1.269, 0.814], [1.190, -2.423, 0.255], [0.860, -0.205, -0.300], [-1.185, -1.348, 0.356], [0.290, 1.144, -0.293], [-0.926, 1.171, 0.523], [-1.727, -0.302, 0.131], [-0.217, 1.342, -1.435], [1.104, 1.891, -0.051]], "energy_ev": -20112.8112, "relative_energy_ev": 8.683, "e_homo_ev": [-8.5, -8.5]}

{"formula": "C5H10O", "method": "ωB97M-V/def2-TZVPD", "elements": ["O", "C", "C", "C", "C", "C", "H", "H", "H", "H", "H", "H", "H", "H", "H", "H"], "coordinates": [[-0.107, -1.598, 0.129], [1.200, 0.109, -0.919], [0.608, 1.411, -0.330], [0.041, -0.834, -0.906], [-0.241, 1.059, 0.908], [-1.259, -1.891, 0.699], [2.017, -0.271, -0.295], [-1.208, -2.619, 1.489], [-0.850, 1.900, 1.238], [-2.166, -1.685, 0.139], [1.593, 0.252, -1.934], [-0.010, 1.889, -1.102], [-0.939, 0.205, 0.829], [1.390, 2.140, -0.065], [0.427, 0.757, 1.722], [-0.887, -0.495, -1.376]], "energy_ev": -7390.6994, "relative_energy_ev": 4.066, "e_homo_ev": [-7.2, -7.5]}